Density functional theory data (ωB97M-V/def2-TZVPD) for a molecular structure, C20H21NO8.

Output
DFT total energy, hartree: -1430.806753
Frontier orbital gap, eV: 8.37

Each line ends with the natural charge from an NBO analysis.
Geometry (Å):
C1 -0.630 -5.864 -0.221  -0.6168
C2 -1.851 -5.147 -0.165  -0.0317
H1 -2.360 -5.329 0.737  0.1655
H2 -2.621 -5.388 -1.027  0.1331
O1 -1.717 -3.912 -0.287  -0.5152
C3 -2.859 -3.020 0.000  0.7779
O2 -4.030 -3.462 0.168  -0.5669
C4 -2.449 -1.471 -0.155  -0.0993
C5 -3.496 -0.521 -0.060  -0.1986
C6 -3.083 0.760 0.044  -0.0857
C7 -1.851 1.404 0.022  -0.2621
C8 -0.879 0.352 -0.166  0.2008
C9 -1.072 -1.280 -0.194  -0.0865
H3 -0.293 -1.750 -0.097  0.2194
N1 0.533 0.707 -0.235  -0.5923
C10 1.634 -0.023 -0.025  0.6585
O3 1.812 -1.360 -0.129  -0.6473
C11 2.887 0.860 -0.042  -0.3213
H4 2.939 1.822 -0.925  0.2874
C12 4.212 0.207 -0.220  -0.3507
C13 4.963 0.661 -1.624  0.8148
O4 4.521 1.611 -2.141  -0.5713
O5 6.180 0.158 -1.601  -0.6436
H5 6.607 0.434 -2.253  0.4682
H6 4.086 -0.746 -0.684  0.2499
C14 5.076 0.516 0.989  0.0517
C15 4.271 -0.485 2.059  -0.1089
C16 3.159 0.511 2.222  -0.2342
H7 2.208 0.078 2.995  0.2586
C17 3.213 1.489 1.374  -0.0167
H8 2.608 2.522 1.498  0.2221
O6 4.528 1.790 1.124  -0.4835
H9 4.646 -1.178 2.504  0.1605
H10 6.052 0.291 0.934  0.2164
H11 0.595 1.664 -0.098  0.3921
H12 -1.513 2.461 0.054  0.2656
C18 -4.201 1.806 -0.045  0.7497
O7 -5.397 1.527 0.425  -0.6200
O8 -3.792 3.104 0.183  -0.5583
C19 -4.874 4.223 0.318  -0.0715
C20 -5.226 4.342 -0.999  -0.5877
H13 -6.143 5.321 -0.849  0.1849
H14 -5.925 3.512 -1.533  0.2366
H15 -4.546 4.550 -1.806  0.2324
H16 -4.345 5.015 0.582  0.1975
H17 -5.413 3.711 0.873  0.2187
H18 -4.392 -0.969 0.116  0.2688
H19 -0.055 -5.709 -1.187  0.2047
H20 -0.826 -6.844 -0.432  0.2253
H21 -0.161 -5.558 0.580  0.2087

***

Density functional theory data (ωB97M-V/def2-TZVPD) for a molecular structure, C46H39CrF10N5O2P2.

Output
Multiplicity: 5
DFT total energy, hartree: -4926.495013
Frontier orbital gap (alpha / beta), eV: 6.07 / 6.48

Each line ends with the Löwdin charge.
Geometry (Å):
Cr1 -0.399 -0.035 0.249  0.7335
C1 3.594 -0.639 -0.927  -0.0987
N1 2.603 -0.967 0.070  -0.2240
C2 2.363 -2.394 0.231  -0.1881
C3 0.895 -2.714 -0.004  -0.2197
N2 0.064 -1.918 0.890  -0.0975
C4 -0.679 -2.578 1.820  -0.2094
C5 -0.844 -2.078 3.123  -0.1496
F1 -0.160 -0.978 3.508  0.0950
C6 -1.693 -2.649 4.053  -0.1494
F2 -1.780 -2.126 5.284  0.1128
C7 -2.432 -3.776 3.742  -0.1594
F3 -3.252 -4.334 4.646  0.1031
C8 -2.313 -4.302 2.473  -0.1558
F4 -3.062 -5.360 2.120  0.1021
C9 -1.480 -3.704 1.546  -0.1551
F5 -1.532 -4.195 0.285  0.0731
C10 2.798 -0.226 1.308  -0.1823
C11 2.203 1.177 1.245  -0.1945
N3 0.758 1.161 1.456  -0.0689
C12 0.178 1.994 2.341  -0.2231
C13 -1.192 1.816 2.670  -0.1536
F6 -1.851 0.753 2.137  0.0354
C14 -1.935 2.637 3.481  -0.1547
F7 -3.232 2.361 3.694  0.1037
C15 -1.360 3.743 4.080  -0.1627
F8 -2.069 4.561 4.877  0.0951
C16 -0.032 3.977 3.807  -0.1563
F9 0.565 5.063 4.324  0.1049
C17 0.703 3.146 2.978  -0.1473
F10 1.967 3.577 2.724  0.0500
H1 3.360 -1.135 -1.872  0.0716
H2 4.617 -0.930 -0.631  0.0883
H3 3.595 0.437 -1.118  0.0656
H4 2.638 -2.721 1.241  0.1213
H5 2.988 -2.960 -0.470  0.1142
H6 0.736 -3.790 0.104  0.1130
H7 0.676 -2.460 -1.053  0.0984
H8 3.873 -0.149 1.550  0.1190
H9 2.309 -0.767 2.118  0.1133
H10 2.419 1.578 0.245  0.0871
H11 2.725 1.804 1.961  0.1067
O1 0.725 0.630 -1.931  -0.3289
P1 0.330 1.307 -3.198  0.7301
C18 -1.343 2.014 -3.097  -0.2849
P2 -1.654 2.747 -1.468  0.7550
O2 -1.441 1.789 -0.349  -0.3473
C19 -0.589 4.178 -1.322  -0.2681
C20 -0.568 5.198 -2.272  -0.0767
C21 0.273 6.283 -2.095  -0.0756
C22 1.087 6.353 -0.967  -0.0694
C23 1.068 5.338 -0.022  -0.0454
C24 0.232 4.242 -0.202  -0.0392
C25 -3.343 3.351 -1.475  -0.2613
C26 -4.132 3.452 -2.615  -0.0787
C27 -5.438 3.918 -2.514  -0.0780
C28 -5.950 4.277 -1.277  -0.0747
C29 -5.166 4.170 -0.134  -0.0608
C30 -3.864 3.708 -0.229  -0.0532
C31 0.293 0.184 -4.604  -0.2850
C32 -0.531 0.355 -5.712  -0.0866
C33 -0.485 -0.555 -6.759  -0.0736
C34 0.380 -1.640 -6.697  -0.0737
C35 1.192 -1.823 -5.587  -0.0616
C36 1.151 -0.914 -4.539  -0.0678
C37 1.447 2.643 -3.646  -0.2691
C38 1.382 3.286 -4.879  -0.0775
C39 2.257 4.322 -5.166  -0.0758
C40 3.206 4.706 -4.227  -0.0746
C41 3.279 4.062 -3.001  -0.0613
C42 2.398 3.029 -2.707  -0.0620
H12 -2.043 1.178 -3.199  0.0811
H13 -1.509 2.736 -3.900  0.0684
H14 -1.209 5.154 -3.147  0.1096
H15 0.296 7.076 -2.831  0.1061
H16 1.741 7.205 -0.831  0.1072
H17 1.701 5.388 0.855  0.1076
H18 0.220 3.428 0.510  0.0850
H19 -3.744 3.162 -3.583  0.0953
H20 -6.055 3.992 -3.400  0.1049
H21 -6.968 4.635 -1.200  0.1065
H22 -5.572 4.437 0.832  0.1111
H23 -3.255 3.603 0.662  0.1129
H24 -1.226 1.185 -5.761  0.1004
H25 -1.129 -0.423 -7.619  0.1058
H26 0.411 -2.350 -7.513  0.1066
H27 1.852 -2.679 -5.532  0.1096
H28 1.761 -1.057 -3.655  0.0991
H29 0.656 2.979 -5.624  0.1013
H30 2.207 4.821 -6.125  0.1048
H31 3.893 5.512 -4.455  0.1065
H32 4.015 4.366 -2.269  0.1120
H33 2.436 2.522 -1.750  0.0872
C43 -3.769 -1.098 0.814  0.0280
C44 -3.141 -1.406 -0.500  -0.3540
N4 -1.945 -1.043 -0.911  0.0429
C45 -1.790 -1.570 -2.180  -0.1215
C46 -2.908 -2.250 -2.536  -0.0684
N5 -3.758 -2.131 -1.459  0.1112
H34 -3.073 -1.317 1.623  0.0671
H35 -4.667 -1.698 0.959  0.0901
H36 -4.033 -0.042 0.879  0.0886
H37 -0.868 -1.462 -2.727  0.0855
H38 -3.158 -2.815 -3.416  0.1109
H39 -4.664 -2.555 -1.364  0.1590